{
  "formula": "C26H78N3O11PS10",
  "method": "ωB97M-V with the def2-TZVPD basis set",
  "de_lowest_kj_mol": 0.0,
  "charge": 0,
  "symbols": ["O", "P", "N", "C", "C", "N", "C", "C", "N", "C", "C", "H", "H", "H", "H", "H", "H", "H", "H", "H", "H", "H", "H", "H", "H", "H", "H", "H", "H", "C", "S", "O", "C", "H", "H", "H", "H", "H", "H", "C", "S", "O", "C", "H", "H", "H", "H", "H", "H", "C", "S", "O", "C", "H", "H", "H", "H", "H", "H", "C", "S", "O", "C", "H", "H", "H", "H", "H", "H", "C", "S", "O", "C", "H", "H", "H", "H", "H", "H", "C", "S", "O", "C", "H", "H", "H", "H", "H", "H", "C", "S", "O", "C", "H", "H", "H", "H", "H", "H", "C", "S", "O", "C", "H", "H", "H", "H", "H", "H", "C", "S", "O", "C", "H", "H", "H", "H", "H", "H", "C", "S", "O", "C", "H", "H", "H", "H", "H", "H"],
  "positions_angstrom": [[0.585, 7.909, -2.379], [1.062, 6.614, -1.859], [1.624, 5.567, -3.007], [1.930, 4.119, -2.719], [1.426, 5.893, -4.399], [-0.014, 5.659, -0.951], [-1.127, 5.126, -1.721], [-0.464, 6.112, 0.355], [2.502, 6.804, -0.919], [3.087, 5.835, 0.018], [3.389, 7.991, -1.168], [1.083, 3.446, -2.853], [2.396, 4.043, -1.737], [2.709, 3.800, -3.413], [0.446, 5.685, -4.830], [2.075, 5.226, -4.967], [1.808, 6.903, -4.544], [-1.800, 5.969, -1.883], [-0.705, 4.806, -2.673], [-1.728, 4.300, -1.341], [0.379, 6.405, 0.980], [-1.138, 6.967, 0.298], [-1.013, 5.328, 0.877], [4.090, 5.525, -0.276], [3.249, 6.361, 0.959], [2.397, 5.006, 0.173], [2.728, 8.853, -1.077], [3.814, 7.942, -2.170], [4.195, 8.014, -0.434], [-6.175, -4.477, 0.326], [-6.477, -3.706, -1.314], [-6.292, -4.812, -2.402], [-8.337, -3.608, -1.139], [-6.128, -5.561, 0.225], [-7.059, -4.288, 0.935], [-5.331, -4.183, 0.949], [-8.739, -3.021, -1.965], [-8.757, -3.009, -0.331], [-8.758, -4.579, -0.878], [-0.427, 0.819, 1.576], [-0.859, -0.107, -0.031], [-2.039, -0.946, 0.445], [0.611, -1.245, 0.009], [-1.145, 1.567, 1.914], [0.505, 1.382, 1.621], [-0.467, 0.166, 2.448], [0.839, -1.681, -0.963], [0.542, -2.060, 0.730], [1.509, -0.725, 0.341], [-6.591, 0.838, 1.129], [-6.987, 0.126, 2.819], [-7.858, -1.072, 2.517], [-5.291, -0.211, 3.292], [-7.475, 0.772, 0.495], [-6.080, -0.070, 0.809], [-5.957, 1.724, 1.097], [-4.613, 0.590, 2.995], [-4.976, -1.106, 2.755], [-5.177, -0.335, 4.369], [-1.989, 0.467, -5.147], [-2.771, -0.541, -6.523], [-2.762, 0.450, -7.691], [-1.218, -1.492, -6.816], [-1.410, 1.291, -5.563], [-1.428, -0.200, -4.493], [-2.784, 0.924, -4.557], [-0.889, -2.139, -6.002], [-0.491, -0.698, -6.984], [-1.350, -2.038, -7.750], [5.445, 0.036, -4.344], [4.941, -0.993, -5.739], [3.529, -0.638, -6.246], [6.124, -0.243, -6.946], [5.559, 1.102, -4.544], [6.461, -0.279, -4.106], [4.822, -0.118, -3.463], [6.292, -1.021, -7.691], [7.035, -0.078, -6.371], [5.822, 0.746, -7.293], [-0.424, -4.867, 7.464], [-0.505, -3.889, 5.882], [-1.747, -2.999, 6.076], [0.967, -2.879, 6.314], [-0.504, -4.238, 8.351], [0.544, -5.363, 7.536], [-1.219, -5.612, 7.457], [1.898, -3.446, 6.340], [0.761, -2.458, 7.298], [1.064, -2.143, 5.515], [6.166, 0.676, 2.340], [4.537, 1.378, 2.456], [3.836, 0.451, 3.437], [5.072, 2.848, 3.477], [6.398, 0.428, 1.304], [6.219, -0.261, 2.895], [7.003, 1.243, 2.749], [4.324, 3.508, 3.916], [5.851, 3.421, 2.974], [5.660, 2.453, 4.305], [-1.292, -6.090, -1.536], [-0.869, -6.649, -3.245], [0.360, -7.590, -3.063], [-2.261, -7.829, -3.561], [-2.219, -5.521, -1.595], [-0.422, -5.503, -1.243], [-1.378, -6.999, -0.941], [-2.051, -8.087, -4.599], [-3.302, -7.524, -3.460], [-2.076, -8.697, -2.928], [3.201, -7.107, 0.196], [4.191, -6.243, -1.152], [5.275, -5.478, -0.458], [5.058, -7.718, -1.809], [2.449, -7.816, -0.151], [2.815, -6.382, 0.913], [3.991, -7.664, 0.700], [5.558, -8.231, -0.987], [5.848, -7.440, -2.506], [4.364, -8.421, -2.269], [-3.826, 3.437, 8.201], [-2.537, 3.425, 6.855], [-3.226, 4.103, 5.681], [-1.413, 4.673, 7.553], [-4.273, 4.389, 8.486], [-3.541, 2.853, 9.077], [-4.703, 2.977, 7.745], [-1.965, 5.256, 8.291], [-1.074, 5.458, 6.877], [-0.517, 4.238, 7.997]],
  "atomic_forces_ev_per_a": [[0.140, -0.376, -0.017], [2.010, -0.438, 1.532], [-0.690, -1.813, -0.417], [0.436, 1.586, -0.196], [0.950, -0.406, -0.519], [0.665, -0.329, 0.749], [0.202, 0.828, -1.227], [0.293, 0.395, 0.349], [-0.503, 0.248, 0.485], [-0.640, 0.973, -0.231], [-1.680, -0.900, -0.099], [-0.181, 0.061, 0.254], [-0.465, -0.139, 0.035], [-0.029, 0.082, -0.219], [-0.408, 0.484, 0.267], [0.289, 0.060, -0.111], [-0.621, 0.054, -0.391], [-0.474, -0.120, -0.405], [-0.387, 0.006, -0.192], [0.563, -0.064, 0.746], [0.050, -0.012, -0.045], [-0.126, 0.214, -0.143], [0.116, -0.218, -0.121], [-0.036, -0.447, -0.414], [-0.150, -0.142, 0.423], [0.253, -0.069, 0.042], [0.488, 0.310, -0.114], [0.114, 0.117, -0.056], [-0.182, 0.003, 0.052], [-0.778, -0.543, 0.593], [-0.792, -2.014, -1.275], [-0.119, 2.034, 2.199], [0.153, 0.731, 0.774], [0.019, 0.009, -0.483], [-0.026, 0.176, -0.003], [0.269, 0.512, -0.729], [0.147, -0.974, -0.673], [1.021, 0.398, 0.687], [0.164, -0.281, -1.025], [0.046, 0.269, 0.304], [-0.324, -1.033, 2.941], [1.064, 0.872, -1.050], [0.541, 0.244, 0.193], [-0.680, 0.045, -1.035], [0.349, -0.391, -0.587], [0.291, -0.796, -0.469], [-0.412, 0.198, -0.135], [-0.816, 0.109, 0.065], [-0.073, 0.494, -0.196], [0.143, -2.271, 0.653], [-1.775, 1.771, -0.279], [1.563, 0.343, 0.104], [0.495, -0.824, -0.395], [-0.257, 0.828, 0.480], [0.790, 0.295, -0.602], [-0.344, -0.108, 0.093], [-0.340, 0.235, -0.159], [0.156, -0.160, 0.131], [-0.368, -0.183, -0.093], [-1.010, -0.503, 0.102], [1.889, 2.019, -0.727], [-0.481, -1.369, 1.214], [-0.299, 0.478, -0.256], [0.187, -0.442, -0.345], [0.154, 0.132, -0.082], [-0.150, -0.124, -0.052], [-0.307, 0.008, 0.016], [0.116, -0.115, -0.015], [-0.074, -0.084, 0.157], [0.433, 0.395, 0.296], [-1.803, 1.011, -1.476], [2.214, -0.365, 1.120], [0.124, -0.458, 1.183], [-0.526, 0.055, -0.338], [-0.001, -0.378, 0.104], [-0.133, -0.138, -0.252], [-0.088, 0.490, -0.249], [0.236, -0.251, -0.140], [-0.486, -0.363, -0.230], [0.270, -0.113, -0.554], [-1.381, 0.850, 1.995], [2.052, -1.138, -0.519], [-0.443, -0.078, -0.328], [-0.275, 0.352, -0.320], [0.015, -0.161, -0.255], [0.026, 0.134, -0.080], [-0.215, -0.334, -0.028], [0.054, 0.293, -0.213], [-0.097, 0.226, 0.283], [1.481, -0.659, -0.431], [-0.620, 0.035, 2.413], [0.218, 0.971, -1.109], [1.025, -0.357, 0.222], [-0.061, 0.120, -0.061], [-0.659, -0.018, 0.044], [-0.285, 0.532, -0.121], [-0.400, -0.340, -0.580], [-0.396, 0.206, -0.644], [-0.354, -0.498, 0.239], [0.263, -0.629, -1.167], [1.132, -1.718, 1.042], [-2.116, 1.640, -0.303], [0.762, 0.010, -0.097], [0.109, 0.066, 0.204], [-0.255, 0.080, 0.146], [-0.058, 0.164, 0.107], [-0.213, -0.230, 0.029], [0.255, 0.599, 0.088], [0.130, 0.050, 0.002], [1.390, -0.176, -0.297], [0.079, -0.361, 0.229], [-0.523, -0.204, 0.025], [-0.257, -0.347, 0.472], [-0.042, 0.339, -0.317], [-0.080, 0.175, -0.426], [-0.074, -0.108, 0.233], [-0.092, 0.124, 0.237], [-0.359, 0.413, -0.081], [-0.110, 0.179, -0.124], [-0.358, -0.321, -0.469], [-1.424, 1.428, -0.576], [0.761, -0.791, 1.037], [0.020, 0.768, 0.760], [0.899, 0.509, -0.067], [0.222, 0.073, -0.094], [0.280, -0.586, -0.243], [0.046, -0.263, 0.294], [-0.227, -0.584, -0.771], [-0.212, -0.256, 0.098]]
}